Entry from the Open Molecules 2025 dataset: a structure of composition C23H42Cl3N4O3SSiTi at a distorted geometry (ωB97M-V/def2-TZVPD).

Structure (XYZ):
```
78
Properties=species:S:1:pos:R:3
C 0.7930 -0.5160 8.1683
H -0.7985 1.2248 -7.3290
H -1.8082 2.2291 2.6152
H -2.2515 2.6092 0.9065
H 0.3104 2.0828 -1.5062
H 1.5662 -1.3748 -6.0195
C -1.8209 2.9950 1.8375
H 3.2921 -3.5967 -5.4092
C -0.2224 4.9331 1.5087
H 0.5663 5.2241 2.2134
N -1.4946 -0.3688 7.7240
H -2.6744 0.8503 -0.7475
C 0.3603 0.6321 -5.6139
H 3.8422 -2.6021 -3.3833
H -0.9418 -3.8290 4.6586
H 2.7363 0.4628 -3.2274
H -0.7538 -3.9105 1.1068
Cl 2.8542 1.0933 -0.2034
H -0.5003 -1.0609 3.5704
C 1.8000 0.0262 -3.5777
H -0.7992 2.0197 -2.8955
H 2.5968 2.5597 -3.9748
H 2.3528 -2.8448 -2.4064
C -1.7609 -3.3159 4.1261
N 0.4595 0.1738 6.9252
H 1.1110 0.5175 6.2506
H 0.1006 5.2197 0.5008
H -2.5668 -4.0325 3.9732
H -2.8327 -0.6270 -3.1194
C 1.9219 -1.9475 -5.1565
H -0.6986 -2.0034 8.7585
H 1.3079 0.1511 8.8609
Ti 1.3848 -0.0515 1.0705
H 1.4258 -1.3818 7.9706
Cl 2.6924 -1.1437 2.4664
H -0.0629 -0.3780 -5.6047
H -2.4125 3.8399 2.1776
C 0.5295 2.6868 1.4469
C -1.8097 -0.5496 -3.5098
Cl -0.6783 -2.4783 -1.9192
C 1.8394 2.2823 -4.7044
C -0.0753 1.5565 -6.5836
C 0.4670 2.8329 -6.6434
O -0.1581 -1.3446 1.5614
C -0.8662 0.1654 6.6325
C -1.6644 -3.5979 1.6314
C -0.5706 -0.9189 8.7116
H -2.1749 -4.4891 2.0036
O 1.0322 -0.1770 -2.3752
H -2.1379 -2.5254 4.7833
S -1.6233 0.6091 5.1915
Si -0.7092 -0.3433 -1.9810
C 2.2105 -3.3847 -5.4145
C 2.2271 -1.3607 -3.9894
H 1.7262 -4.0582 -4.6901
H -2.4984 -0.5149 7.7199
C 1.4140 3.1968 -5.6755
H -1.1354 5.4603 1.7407
H -1.7224 0.2987 -4.1898
H -1.7917 -0.1372 0.4343
C -0.6458 1.6761 -1.8620
O 0.3350 1.4342 1.5737
C -0.6424 -1.6979 2.6825
H -1.5417 -1.4690 -4.0526
H 1.8716 4.1826 -5.7468
H -2.9008 -0.8687 -0.8000
C 1.2885 0.9893 -4.6402
C -2.1247 -0.1007 -0.6167
H -0.7864 -0.4774 9.6861
N -1.3494 -2.8090 2.8168
H -1.4349 2.1595 -1.2631
H 0.1557 3.5111 -7.4412
N -0.4763 3.5138 1.6050
C 2.9800 -2.0958 -2.9171
H 3.3339 -1.3991 -2.1511
H 1.5253 3.0632 1.1966
H 1.8317 -3.6273 -6.4101
H -2.3242 -3.0537 0.9439
```

The calculation puts the energy at -4264.2228 Eh. Its net charge is -1. The spin multiplicity is 3. The HOMO-LUMO gap (spin up / spin down) comes out at 3.893 / 5.658 eV.

***

Entry from the Open Molecules 2025 dataset: a structure of composition C35H30Cl2F3GaN4O4S2 (ωB97M-V/def2-TZVPD).

Structure (XYZ):
```
81
Properties=species:S:1:pos:R:3
C -1.5832 -1.3344 2.8258
Ga -0.9979 -0.1796 -1.1785
C 0.6836 -1.8100 -2.8500
H -1.4605 -2.1169 2.0841
C 4.7417 0.4072 0.4514
H -2.6443 0.1727 -3.1511
O -2.3435 -3.5823 0.3844
C 1.8678 2.1849 1.7802
C 4.4667 2.9627 -0.5671
F 1.9406 4.8424 1.3683
C 1.1173 2.7225 0.7524
O -1.0772 -1.9500 -0.4201
H 5.7411 3.5756 1.0386
H 1.7933 -2.6844 -1.2754
C 5.2183 -1.0080 -2.6368
F -0.1093 4.7368 0.6953
C -0.8268 -1.3125 3.9882
C 1.1145 4.2060 0.5133
H -2.4760 1.4154 0.2530
F 1.5090 4.5366 -0.7229
H -0.4346 -0.3052 5.8390
H 2.4705 0.3749 2.7964
C 5.3929 1.4622 1.0671
C 3.8176 -3.0569 -3.8402
H -3.9588 -1.2058 -1.7033
H 1.5956 -3.7150 -2.7074
S -0.6287 2.2683 -1.4196
S -3.3917 -0.4318 1.0626
H -4.2917 2.3554 0.7472
N -2.6208 0.4494 -0.0298
H -8.2661 2.0723 2.3028
C -7.1436 0.2468 2.2897
H -5.7867 -1.4169 2.1379
C 1.8171 -2.7048 -2.3691
Cl 2.9106 2.1552 -2.6120
H -1.5789 -1.0770 -3.4443
H 6.0019 1.2741 1.9403
H 6.8427 -1.5591 -3.9117
C -2.6885 -2.9606 -1.8966
H -2.1496 1.4330 5.4716
C -5.9366 -0.3567 1.9723
C -7.3211 1.6042 2.0610
H -1.9411 -3.3198 -2.6083
C 3.1978 -2.3174 -2.8430
C 0.3450 1.8652 -0.0520
H 4.3459 3.9537 -0.9815
C 3.9059 -1.2617 -2.2484
O -0.0970 -2.2002 -3.7138
H -0.0882 -2.0850 4.1587
H -7.9475 -0.3453 2.7059
C 1.0703 0.0249 1.2171
H 3.2655 -3.8686 -4.2995
C -6.2961 2.3618 1.5111
C -5.0833 1.7681 1.1938
C 3.9410 0.5882 -0.6783
C 3.8404 1.8883 -1.1797
H -3.5138 1.4103 3.4159
C -1.9892 0.6638 4.7278
N 0.3319 0.5468 0.2395
H 5.5829 -3.3919 -5.0155
Cl 4.9064 -1.1839 1.1171
H 5.7672 -0.1968 -2.1751
C -3.2829 -1.6586 -2.4306
C -4.9134 0.4142 1.4376
N -2.2330 -0.6682 -2.7597
N 3.2603 -0.4938 -1.2605
H 2.2943 -0.2888 -1.5157
C 1.8645 0.8148 2.0184
C -2.0200 -2.8508 -0.5332
C -1.0253 -0.3149 4.9321
C 5.2432 2.7437 0.5583
H -3.8668 -1.8842 -3.3253
H 2.4733 2.8399 2.3913
H -6.4400 3.4175 1.3238
C -2.5327 -0.3378 2.6278
H 1.0061 -1.0500 1.3301
C -2.7558 0.6549 3.5728
C 5.1209 -2.7960 -4.2399
H -3.4763 -3.7075 -1.8199
C 5.8219 -1.7744 -3.6223
O 0.5911 -0.6509 -2.2636
```

The calculation puts the energy at -5813.0755 Eh. Its net charge is 0. The HOMO-LUMO gap comes out at 7.713 eV.

***

Entry from the Open Molecules 2025 dataset: a structure of composition C4H8N2OS at a distorted geometry (ωB97M-V/def2-TZVPD).

Structure (XYZ):
```
16
Properties=species:S:1:pos:R:3
H 1.3047 0.4606 2.9592
H -2.2164 0.3831 -0.8455
C -0.2589 0.1996 -0.5821
C 1.0054 -0.8812 1.2727
C 1.9565 -0.1733 0.3065
H 1.4108 -1.9412 1.7592
H 2.7577 -0.9380 0.0751
H -0.5260 -0.8064 3.0251
H 2.1354 0.8662 0.6130
H -2.3434 -1.8334 -1.3092
N -1.5712 0.0358 -0.1840
N 0.6027 -0.5196 -0.1226
H -0.6692 0.8398 1.8267
O -1.8531 -1.3194 -0.0247
C 0.2678 -0.1159 2.3220
S 0.1204 1.4210 -1.6046
```

The calculation puts the energy at -739.8247 Eh. Its net charge is 0. The HOMO-LUMO gap comes out at 7.453 eV.

***

> net charge of number 3 (C4H8N2OS)?

0

***

> Which value of energy does entry 2 give?

-5813.0755 Eh

***

> Which of these has the lowest energy?

C35H30Cl2F3GaN4O4S2

***

> Among the records above, which one has the lowest net charge?

C23H42Cl3N4O3SSiTi